(1)
9
Properties=species:S:1:pos:R:3 method="wB97M-V/def2-TZVPD" gap_ha=0.3084 lumo_energy_ev=-2.1 homo_ev=-10.46 multiplicity=1 smiles="O=c1nncnnn1"
O 1.985 -0.144 0.747
N 0.496 -1.124 -0.640
N -0.671 -1.493 -0.370
N 0.547 1.196 -0.644
N -0.628 1.478 -0.331
N -1.292 0.702 0.604
C -1.422 -0.580 0.384
C 0.965 0.047 0.080
H -2.300 -0.962 0.909


(2)
103
Properties=species:S:1:pos:R:3 method="wB97M-V/def2-TZVPD" gap_ha=0.3107 lumo_energy_ev=0.8 homo_ev=-7.65 multiplicity=1 total_charge=-1
O 5.557 -2.994 3.415
O 0.511 -0.909 -1.460
O 0.712 0.782 0.281
O -0.937 -2.164 -2.641
O -3.363 -2.652 4.187
O -6.081 1.744 -2.389
O 2.270 2.266 0.930
O -0.335 -1.377 0.670
O -1.890 -2.882 0.022
O 2.145 6.242 -0.219
O 7.413 -0.730 -1.489
O -2.643 7.276 2.878
O 3.479 7.678 -1.101
O 7.554 -0.014 -3.509
O 5.396 -1.274 4.686
O 3.946 -0.215 1.192
O 2.056 -1.132 0.436
O -8.040 0.864 -2.244
O -4.299 5.932 3.048
O -5.131 -1.967 5.184
N 3.076 6.541 -0.937
N 4.923 -2.159 4.012
N 7.035 -0.666 -2.631
N -3.146 6.183 2.738
N -6.826 0.793 -2.302
N -4.395 -2.014 4.218
N 2.228 -4.822 0.170
C -3.003 3.950 1.776
C -2.243 2.948 1.150
C -0.209 4.270 1.425
C 3.928 3.135 -2.074
C -6.468 -2.889 -1.779
C -5.239 0.468 0.926
C 4.539 -2.639 -4.604
C 3.457 -2.269 3.955
C 0.680 -2.380 3.830
C 1.294 -1.760 4.906
C -5.132 -3.138 -2.138
C 1.468 -3.027 2.877
C 1.351 -5.131 -0.501
C -7.041 -1.628 -1.922
C 1.920 1.156 0.672
C 4.833 4.680 -3.684
C 2.833 -2.989 2.925
C -0.860 3.091 1.086
C 3.929 -2.678 -2.267
C -4.386 -2.044 -2.589
C 4.609 3.360 -3.277
C 4.410 5.723 -2.871
C 3.373 4.166 -1.353
C -4.912 -0.773 -2.596
C 3.648 5.479 -1.760
C -5.830 0.688 2.159
C 5.498 -1.704 -4.305
C 5.837 -1.457 -2.969
C 2.692 -1.737 4.950
C -5.618 -0.190 3.214
C 2.818 -0.126 0.813
C 4.976 -1.808 -1.946
C -4.746 -1.240 3.013
C -2.347 5.101 2.169
C 0.217 -5.535 -1.323
C -4.419 -0.633 0.742
C -0.970 5.272 1.985
C 3.728 -3.107 -3.561
C -4.076 -1.442 1.819
C -0.476 -1.741 -1.621
C -6.247 -0.550 -2.248
C -1.027 -2.095 -0.210
B 0.753 -0.672 -0.022
H 6.131 -1.208 -5.031
H 0.669 -5.947 -2.234
H 3.004 -3.879 -3.790
H -4.013 -0.850 -0.238
H -0.418 -4.700 -1.614
H -7.105 -3.723 -1.520
H -0.410 -6.349 -0.967
H -6.054 0.029 4.175
H -3.336 -2.136 -2.844
H -5.319 1.178 0.111
H 3.337 -3.563 2.158
H 2.777 3.990 -0.469
H -0.398 -2.316 3.757
H -4.333 0.039 -3.016
H 3.183 -1.251 5.786
H 0.665 -1.252 5.623
H 0.971 -3.478 2.030
H -4.011 3.750 2.106
H -0.354 2.174 0.804
H 4.478 6.726 -3.278
H 0.863 4.401 1.395
H -2.691 1.970 1.044
H -4.792 -4.159 -2.065
H 4.905 2.550 -3.927
H -3.321 -2.189 1.619
H -8.098 -1.517 -1.728
H 3.722 2.105 -1.811
H 4.308 -2.955 -5.612
H -6.278 1.657 2.344
H 5.343 4.878 -4.615
H -0.592 6.245 2.273
H 3.286 -3.061 -1.486
H 5.122 -1.600 -0.895


(3)
14
Properties=species:S:1:pos:R:3 method="wB97M-V/def2-TZVPD" gap_ha=0.3553 lumo_energy_ev=0.8 homo_ev=-8.82 multiplicity=1 smiles="N=C=O.CNC"
O -2.494 -0.877 -0.612
N 0.204 0.319 0.180
N -1.116 -1.978 0.995
C -1.760 -1.367 0.152
C 0.199 1.753 0.236
C 1.165 -0.154 -0.761
H 2.240 -0.295 -0.526
H -0.505 2.060 1.007
H -0.138 2.161 -0.728
H 0.314 -0.185 1.103
H 1.186 2.190 0.463
H 1.278 0.379 -1.723
H 0.915 -1.155 -1.137
H -1.489 -2.848 1.352


(4)
70
Properties=species:S:1:pos:R:3 method="wB97M-V/def2-TZVPD" gap_ha="0.2299 / 0.2481" lumo_energy_ev="-4.2 / -4.4" homo_ev="-10.48 / -11.19" multiplicity=2 total_charge=+1 s2=0.783
Pt 1.801 -1.078 -1.193
Br -6.421 1.786 1.866
Ge 1.717 -0.390 1.117
O 0.456 -2.337 -2.900
O 3.523 -2.200 -0.849
N -4.394 1.627 -3.810
N 0.269 0.119 -1.749
N -3.809 0.616 -4.329
C -1.733 1.866 -2.537
C 2.777 1.203 1.490
C -2.712 0.024 -3.967
C -0.154 -0.141 1.617
C -0.468 0.515 2.809
C -4.854 1.592 -2.508
C 4.172 1.160 1.455
C 3.556 -1.973 2.825
C -0.479 -1.629 -3.242
C 2.459 -1.995 1.964
C 0.236 1.371 -1.286
C 4.786 -1.653 -1.282
C 2.352 -4.401 2.222
C 4.300 3.512 1.925
C -1.721 0.553 -3.017
C -0.668 -0.276 -2.632
C 4.930 2.300 1.673
C 1.862 -3.226 1.673
C 2.162 2.429 1.746
C -5.734 2.878 -0.665
C -2.504 -0.639 1.325
C -5.802 1.712 0.090
C 4.047 -3.150 3.379
C -1.784 0.619 3.238
C -0.738 2.275 -1.678
C -1.420 -2.031 -4.275
C -1.190 -0.727 0.890
C -4.953 0.420 -1.741
C -2.445 -1.242 -4.624
C 3.448 -4.364 3.075
C -5.278 2.814 -1.966
C -5.431 0.486 -0.449
C -2.806 0.047 2.493
C 2.916 3.576 1.962
H 4.889 4.403 2.098
H -0.968 -1.296 -0.005
H 1.012 1.659 -0.592
H -0.705 3.284 -1.294
H 4.624 -1.247 -2.275
H 0.318 0.951 3.416
H -5.232 3.701 -2.584
H -4.676 -0.537 -2.164
H -3.830 0.121 2.835
H 3.596 -2.658 0.002
H -2.489 2.564 -2.860
H 1.080 2.496 1.783
H -6.045 3.821 -0.238
H 5.116 -0.863 -0.613
H -3.152 -1.539 -5.388
H 6.010 2.245 1.653
H 5.516 -2.459 -1.329
H 3.830 -5.279 3.508
H -3.289 -1.125 0.760
H 2.422 4.517 2.164
H 1.002 -3.268 1.012
H 4.892 -3.116 4.054
H -2.011 1.138 4.160
H 4.680 0.220 1.275
H -5.523 -0.410 0.148
H 1.878 -5.346 1.989
H -1.242 -2.989 -4.743
H 4.024 -1.033 3.090


(5)
101
Properties=species:S:1:pos:R:3 method="wB97M-V/def2-TZVPD" gap_ha=0.2501 lumo_energy_ev=3.6 homo_ev=-3.21 multiplicity=1 total_charge=-2
Sb -0.307 -1.502 -0.380
Sb 2.206 5.988 2.394
Y 1.362 1.248 0.623
Se 4.365 6.959 2.148
Se 0.307 7.163 3.249
Se 1.664 4.327 0.508
Se 2.139 3.505 2.835
S 0.808 0.846 -4.318
F 1.267 -7.522 -0.905
F -3.207 -1.146 -5.911
F -5.059 -2.093 3.656
O -0.654 1.676 1.942
O 1.357 -0.135 2.567
O -0.904 1.611 -0.241
O -3.700 2.143 -0.689
O 3.493 1.546 0.550
O 2.190 -4.224 2.931
N 2.494 -1.958 1.758
N 2.970 -1.025 0.846
N -0.082 3.904 -1.937
C -1.354 2.913 -3.684
C -1.360 -1.406 -2.229
C -4.254 4.293 0.204
C -2.594 -1.234 -4.699
C -1.794 -2.322 -4.437
C 6.279 1.766 -1.734
C -1.999 -1.780 0.909
C 1.076 -2.217 3.669
C 0.911 -6.215 -0.795
C -2.961 -2.823 2.876
C 0.754 1.832 -2.868
C 1.672 -1.362 2.601
C 5.992 -0.516 -1.083
C -2.782 -0.221 -3.786
C 1.522 -3.922 -0.712
C -2.171 4.873 -2.590
C -2.147 -0.303 -2.553
C -1.030 4.826 -1.808
C 4.886 -0.169 -0.306
C -2.317 3.894 -3.560
C 0.184 -1.635 4.564
C 4.480 1.194 -0.208
C 4.180 -1.181 0.466
C -2.853 5.296 1.880
C -4.155 -1.053 1.745
C 0.181 -3.563 -0.575
C 1.540 1.372 -1.836
C 5.213 2.145 -0.948
C -3.968 5.348 1.060
C -2.033 4.179 1.838
C -1.935 -2.705 1.948
C 1.342 -3.593 3.763
C -0.236 2.925 -2.840
C -1.253 2.036 0.899
C 1.877 -0.241 -3.565
C -2.290 3.122 0.971
C 1.897 -5.255 -0.829
C -4.051 -1.990 2.751
C -0.443 -2.385 5.545
C 0.702 -4.350 4.746
C -3.413 3.189 0.149
C 2.181 0.171 -2.302
C -3.120 -0.955 0.824
C -0.785 -4.569 -0.543
C -0.426 -5.906 -0.651
C -0.180 -3.749 5.627
C 6.689 0.430 -1.808
C -1.177 -2.399 -3.196
H -4.461 2.389 -1.227
H -1.162 -6.699 -0.624
H -0.870 5.565 -1.029
H -0.015 -0.577 4.443
H -1.649 -3.081 -5.195
H -2.597 6.119 2.535
H -1.831 -4.313 -0.428
H -0.532 -3.246 -2.992
H -5.020 -0.406 1.695
H -3.201 -0.208 0.044
H 2.554 -3.525 2.314
H -2.915 5.642 -2.433
H 2.825 -0.431 -1.677
H 7.534 0.145 -2.422
H 4.732 -2.065 0.800
H -3.388 0.636 -4.050
H -4.622 6.211 1.079
H -5.129 4.326 -0.439
H -1.072 -3.353 2.053
H 0.915 -5.410 4.794
H 6.810 2.521 -2.303
H 4.895 3.178 -0.879
H -1.142 -1.917 6.226
H -0.669 -4.352 6.384
H 2.288 -3.156 -0.720
H 2.934 -5.549 -0.928
H 6.293 -1.560 -1.120
H -1.472 2.115 -4.407
H -2.905 -3.529 3.694
H -3.187 3.883 -4.207
H 2.241 -1.112 -4.090
H -2.225 0.537 -1.871
H -1.148 4.125 2.464


(6)
198
Properties=species:S:1:pos:R:3 method="wB97M-V/def2-TZVPD" gap_ha=0.3151 lumo_energy_ev=0.4 homo_ev=-8.20 multiplicity=1 smiles=COCCNCCOC.COCCNCCOC.COCCNCCOC.COCCNCCOC.COCCNCCOC.COCCNCCOC.COCCNCCOC.COCCNCCOC.CO
O 8.197 -3.179 11.444
O 3.408 -1.638 1.481
O 0.758 -6.221 7.731
O -2.125 -3.833 12.774
O 5.424 -5.305 16.012
O 5.913 -2.728 7.217
O 6.999 2.338 10.655
O 2.887 -2.545 11.775
O 4.896 -6.508 11.134
O 11.590 -3.643 14.869
O 7.597 -0.213 13.969
O 15.094 -5.259 17.496
O 4.056 -9.645 14.571
O 17.759 -4.770 13.090
O 12.697 -1.813 10.364
O 11.403 -6.506 12.044
O 10.922 -6.425 8.492
N 10.619 -4.235 10.413
N 4.029 -7.705 16.720
N 13.063 -2.384 17.573
N 5.591 0.289 12.142
N 5.222 -1.389 4.697
N 14.982 -6.034 12.830
N -0.072 -2.568 10.874
N 3.545 -5.863 8.814
C 6.797 -2.686 6.107
C 11.549 -2.034 11.200
C 2.811 -7.099 8.526
C 19.127 -4.929 12.856
C 15.011 -6.669 17.551
C 3.467 -6.418 16.992
C 7.899 1.851 9.679
C 7.915 -4.234 12.349
C 10.574 -4.569 15.199
C 5.965 -1.097 12.398
C 4.995 -6.036 8.768
C 3.013 -8.729 16.479
C 5.428 -7.211 12.215
C 10.729 -7.399 12.888
C 4.826 -4.802 14.836
C 11.484 -2.395 15.543
C 11.217 -4.086 9.097
C 5.580 -6.842 9.933
C 4.966 -10.560 13.988
C -2.374 -3.173 11.530
C 12.784 -6.753 11.959
C 13.866 -4.695 17.073
C 6.510 -2.668 8.473
C 11.689 -2.546 17.056
C 3.652 -1.945 2.834
C 11.394 -3.510 11.438
C 13.001 -0.448 10.208
C 12.202 -6.880 8.145
C -0.637 -6.431 7.668
C 4.587 -5.367 17.140
C 5.865 -2.707 4.909
C -3.225 -3.734 13.643
C 15.684 -5.447 13.981
C 5.311 0.564 10.743
C 5.642 2.013 10.466
C 2.119 -2.036 1.076
C 2.284 -2.049 10.594
C 3.505 -3.795 11.542
C 17.163 -5.774 13.907
C 8.827 -0.453 13.310
C 14.074 -3.197 16.881
C 1.335 -6.974 8.793
C 4.886 -1.180 3.290
C 6.633 -1.235 13.758
C 3.644 -9.983 15.894
C 10.646 -5.103 8.104
C 13.567 -6.180 13.127
C -1.205 -3.400 10.606
C 1.089 -2.782 10.029
H 15.525 -4.365 14.055
H 5.019 2.748 10.982
H 19.431 -5.946 12.587
H 3.011 -1.767 9.818
H 10.696 -1.608 10.664
H 7.318 -3.402 8.617
H 8.470 -4.071 13.278
H -3.345 -3.506 11.155
H -1.092 -6.270 8.649
H 12.994 -6.270 8.591
H 9.187 -1.463 13.547
H 13.929 -0.375 9.650
H 3.369 -5.684 9.799
H 9.585 0.211 13.727
H 4.408 -3.916 12.143
H 7.657 0.836 9.355
H 4.284 0.394 10.396
H 13.536 -5.158 16.133
H 2.010 -3.124 1.141
H -2.457 -2.087 11.671
H 9.660 -7.207 12.985
H 14.215 -6.974 18.238
H 12.160 -1.659 15.109
H 11.137 -7.440 13.903
H 5.862 -0.091 10.049
H 4.768 -7.265 13.083
H 2.817 -1.679 3.500
H 19.418 -4.257 12.048
H 2.701 -5.979 16.339
H 3.752 -3.993 10.498
H 5.334 -6.395 7.795
H 3.076 -6.407 18.018
H -1.611 -3.097 9.626
H 12.382 -7.901 8.479
H 13.063 -4.916 17.789
H 4.832 -10.490 12.909
H 4.506 -10.213 16.528
H 4.350 -1.430 5.214
H 7.411 -1.783 6.223
H 13.063 -5.244 13.423
H 1.817 -1.701 0.088
H 0.857 -2.483 9.007
H 5.732 -1.379 2.627
H 10.836 -3.588 12.377
H -2.872 -3.788 14.676
H 6.578 -1.503 11.585
H 2.791 -4.583 11.820
H 12.317 -6.878 7.056
H 10.966 -4.905 7.076
H 14.722 -7.130 16.599
H 15.984 -7.052 17.839
H 5.088 -1.750 12.435
H 6.972 -1.700 8.700
H 13.511 -6.789 14.035
H 10.284 -5.067 14.269
H 19.748 -4.628 13.710
H 13.132 -6.347 11.004
H 4.026 -5.431 14.436
H 6.374 -2.960 3.978
H 6.361 -6.808 12.636
H 3.704 -3.035 2.954
H 9.692 -4.043 15.569
H 8.178 -5.210 11.928
H 11.720 -1.528 12.154
H 1.149 -6.466 9.744
H 6.840 -4.267 12.533
H 10.887 -5.379 15.863
H 3.169 -7.937 9.152
H 5.481 -7.911 9.706
H 11.093 -1.811 17.601
H 3.082 -7.437 7.523
H 13.374 -1.450 17.306
H 2.018 -1.031 10.918
H 7.928 2.495 8.795
H 10.471 -1.995 15.401
H -0.956 -4.471 10.526
H 10.769 -8.425 12.499
H 14.055 -2.952 15.808
H 6.376 0.873 12.406
H 4.100 -4.409 17.364
H 17.593 -5.700 14.916
H 6.644 -6.634 10.082
H 11.368 -3.516 17.433
H 6.998 -2.258 13.903
H 1.388 -1.612 1.778
H 5.589 -4.703 14.066
H 7.492 -3.537 6.143
H 12.370 -3.957 11.653
H 2.632 -9.017 17.463
H 5.435 -5.036 8.833
H 5.687 -8.248 11.972
H -3.811 -2.812 13.606
H 10.778 -5.218 10.662
H 0.071 -2.400 11.858
H 0.937 -7.994 8.806
H 9.572 -4.901 8.081
H 2.918 -10.791 15.791
H 5.345 2.267 9.430
H 2.197 -8.388 15.833
H -3.893 -4.594 13.530
H 4.678 -7.690 15.941
H 11.029 -3.103 8.649
H 9.011 -3.454 10.972
H 8.869 1.871 10.173
H 5.822 -2.962 9.266
H 15.058 -2.923 17.260
H 5.981 -10.224 14.228
H 15.321 -5.850 14.928
H 8.689 -0.328 12.233
H 5.138 -3.501 5.099
H 5.182 -5.660 18.004
H 4.437 -3.804 15.069
H 12.980 0.043 11.187
H -1.140 -5.831 6.913
H 12.262 0.133 9.634
H 4.830 -11.583 14.346
H 15.156 -5.360 12.089
H 1.318 -3.858 10.060
H -0.848 -7.467 7.376
H 12.316 -4.123 9.108
H 4.739 -0.113 3.100
H 17.373 -6.749 13.461
H 5.940 -1.135 14.595
H 13.060 -7.808 11.822